Entry from the Open Molecules 2025 dataset: 2 unconnected molecules or ions with the total composition C5H7NO at a distorted geometry (ωB97M-V/def2-TZVPD).

The geometry in XYZ format:
```
14
Properties=species:S:1:pos:R:3:forces:R:3:lowdin_charge:R:1
C 1.322 -0.945 0.121 -0.0594 0.1571 -0.1316 -0.087
C 0.636 0.297 -0.411 0.1235 -0.1374 0.0889 -0.354
C 1.322 1.627 -0.340 -1.0380 -0.3094 0.7036 -0.008
C 0.330 1.465 0.484 0.8189 -0.1153 -0.8828 -0.011
H 1.986 -0.690 0.944 0.0388 -0.0138 0.0696 0.077
H 1.911 -1.417 -0.665 0.0614 -0.1043 -0.0244 0.072
H 0.601 -1.679 0.483 -0.0308 -0.1321 0.0765 0.045
H -0.026 0.096 -1.252 -0.0346 0.0647 -0.0695 0.105
H 2.108 2.228 -0.720 0.3956 0.3443 -0.2041 0.086
H -0.303 1.828 1.255 -0.2656 0.2431 0.3732 0.088
N -2.379 -1.405 -0.018 0.0708 -1.1133 -0.0187 0.209
C -2.722 -0.265 0.002 -0.1227 -0.2985 -0.1740 -0.440
O -3.245 0.762 -0.057 -0.2748 1.3160 0.1011 0.161
H -1.541 -1.903 0.175 0.3168 0.0989 0.0921 0.058
```
Forces are in eV/Å.

Output
LUMO energy in eV: 0.909
HOMO-LUMO gap in eV: 10.57
SMILES string: CC1C=C1.N=C=O
E_HOMO in eV: -9.665
E in Eh: -324.619690
Energy relative to the best compared isomer or geometry (same formula, charge and spin) in kcal/mol: 65.7

Entry from the Open Molecules 2025 dataset: 2 unconnected molecules or ions with the total composition C29H35Cl4IN2O5PS at a distorted geometry (ωB97M-V/def2-TZVPD).

The geometry in XYZ format:
```
78
Properties=species:S:1:pos:R:3:forces:R:3:lowdin_charge:R:1
C -0.403 4.013 3.332 5.7186 -4.7105 -6.6215 0.070
C 0.492 3.368 2.426 -7.3059 3.7581 5.0118 -0.073
C 1.067 2.568 1.082 0.3500 1.0207 0.8610 -0.133
C 0.855 0.910 1.203 -0.5809 -2.8228 -0.0474 0.076
C -0.651 0.255 0.846 -0.3035 0.0865 0.0697 0.046
C -1.909 1.242 0.446 -3.1061 -1.6321 -0.7381 -0.067
N -1.911 2.753 0.389 0.6744 -2.0235 0.1201 0.011
C -3.420 0.641 0.051 3.9615 -2.5501 1.1860 0.027
C -4.619 1.727 -0.374 0.9768 0.7477 1.4537 -0.154
O -4.350 2.405 -1.658 -0.6458 -2.6819 0.8948 -0.210
C -4.476 1.503 -2.809 1.1159 -0.1616 -2.6561 -0.243
C -3.498 2.154 -4.000 0.0480 0.8491 1.5139 -0.099
C -3.628 -0.997 0.141 1.5932 2.1268 0.3534 -0.048
C -5.154 -1.407 -0.330 0.1405 -0.2571 -1.2214 -0.289
C -6.270 -1.412 0.860 -0.0195 0.3037 0.7048 -0.162
C -2.440 -2.062 0.638 -0.7020 5.6366 -0.4862 -0.250
P -2.817 -3.908 0.881 2.2647 0.2888 2.4576 0.423
O -2.676 -3.942 2.681 0.9101 -1.5498 -2.2543 -0.460
I -5.021 -4.788 0.733 -0.7493 0.2576 -0.0840 0.591
C -0.937 -1.394 0.924 0.6269 0.4631 0.1478 -0.004
C 0.425 -2.295 1.293 1.7020 2.6696 0.3596 -0.013
C 0.495 -3.902 1.357 1.2483 -0.9360 0.6747 -0.200
C 0.952 -4.640 -0.074 1.2111 0.7597 -0.5112 -0.633
C 1.299 -3.517 -1.250 -0.6803 -1.1675 -0.4330 -0.148
Cl -0.386 -5.725 -0.811 1.1383 0.8978 0.8372 0.490
C 1.912 -1.558 1.601 -5.4190 1.1488 -1.4899 -0.094
S 3.528 -2.418 1.934 7.7555 2.4273 3.7991 0.787
C 3.835 -4.183 1.549 0.2829 -2.7252 -1.4438 -0.193
O 3.795 -2.248 3.483 -2.0653 -0.6824 -5.2956 -0.390
O 4.761 -1.804 1.137 -5.4590 -1.6477 1.9450 -0.378
N 2.039 -0.008 1.605 -3.5813 0.3858 -1.2195 0.012
C 3.300 0.752 1.979 2.1736 1.0763 0.7665 -0.176
O 4.024 1.109 0.714 0.3138 2.3490 2.4081 -0.148
C 4.889 2.280 0.917 2.5452 3.7062 -0.2933 -0.162
C 5.107 3.262 -0.419 1.3755 1.0416 2.0829 -0.009
C 6.021 4.625 -0.430 -0.8389 -3.0091 3.6564 -0.061
C 6.760 5.065 0.974 -2.4396 -3.6281 -0.5078 -0.066
C 6.588 4.099 2.299 -1.6573 -0.4939 -3.4605 -0.042
C 5.672 2.701 2.293 -0.2121 1.9391 -3.3838 -0.001
H -1.201 4.524 4.053 2.5765 -1.3427 -1.8142 0.073
H 2.175 2.921 0.990 -1.7760 -1.3014 0.3464 0.094
H 0.606 2.994 0.064 0.3802 -1.2841 2.6647 0.139
H -2.541 3.184 1.102 0.8419 -0.7245 -0.9936 0.093
H -2.073 3.127 -0.571 -0.1983 -0.7285 1.1665 0.100
H -4.534 2.584 0.455 -0.2137 -1.8701 -1.9507 0.139
H -5.700 1.303 -0.255 2.1569 0.4571 -0.5606 0.121
H -5.545 1.430 -3.278 1.6939 0.3314 1.3840 0.133
H -4.077 0.416 -2.646 -0.7718 1.9909 0.2681 0.118
H -2.355 1.937 -3.732 -2.5759 0.2400 -0.8074 0.059
H -3.796 1.802 -5.076 0.6792 0.6718 2.2335 0.059
H -3.617 3.333 -3.869 0.1202 -2.5169 -0.6230 0.096
H -5.050 -2.396 -0.959 -0.3974 1.6866 1.6887 0.061
H -5.608 -0.671 -1.160 1.6639 -1.3053 1.9003 0.107
H -7.029 -2.309 0.772 1.5947 1.9260 0.0177 0.063
H -6.867 -0.378 0.855 1.2642 -2.3524 -0.0868 0.088
H -5.757 -1.477 1.911 -0.9563 -0.0208 -2.0044 0.088
H -2.239 -4.845 2.877 -1.1330 1.9774 -0.3567 0.063
H 1.265 -4.141 2.247 -1.3625 0.5878 -2.2792 0.119
H -0.385 -4.536 1.741 0.8542 1.8729 -0.7772 0.059
H 1.848 -5.412 0.094 -2.1289 1.9515 -0.2534 0.098
H 2.089 -2.720 -0.923 -1.5770 -1.5405 -0.6269 0.075
H 0.255 -3.037 -1.560 2.3683 -0.7396 0.7977 0.094
H 1.670 -4.110 -2.207 -0.6437 1.3023 2.0991 0.099
H 3.718 -4.337 0.371 0.0251 0.4030 2.6996 0.096
H 3.255 -4.996 2.176 0.7906 2.0212 -1.2867 0.100
H 4.989 -4.418 1.755 -2.5179 1.4222 -0.1734 0.130
H 3.088 1.721 2.650 -0.1629 -2.0181 -1.8759 0.161
H 4.079 0.193 2.639 -1.9822 0.1016 -1.3138 0.136
H 4.580 2.963 -1.444 1.2295 0.5653 2.5902 0.097
H 6.102 5.228 -1.456 -0.1455 -1.4321 2.6786 0.100
H 7.381 6.066 0.956 -1.3399 -2.3983 0.3685 0.090
H 7.128 4.427 3.284 -1.2332 -0.8490 -2.1051 0.085
H 5.541 2.029 3.258 0.4905 1.7155 -2.1835 0.097
C -0.858 0.416 -6.615 -0.0219 0.0751 -0.1748 -1.525
Cl -0.841 2.119 -7.103 0.0176 -0.2658 0.0721 0.525
Cl -0.258 0.236 -4.958 0.0363 -0.0562 -0.1133 0.501
Cl -2.491 -0.256 -6.761 0.2258 0.0013 -0.0255 0.523
H -0.196 -0.140 -7.284 -0.2320 0.1845 0.2538 0.020
```
Forces are in eV/Å.

Output
LUMO energy in eV: -4.956
HOMO-LUMO gap in eV: 5.43
Charge: +1
E_HOMO in eV: -10.391
E in Eh: -4488.283896
Energy relative to the best compared isomer or geometry (same formula, charge and spin) in kcal/mol: 636.8